Record 1
Computed, not measured: C22H24N4O4S in the gas phase, with wB97M-V/def2-TZVPD.

The electronic energy comes out at -48191.5786 eV. Its LUMO energy is 0.26 eV. Its structure (SMILES) is CCOc1ccc(NC(=O)CSc2nc3ccccc3c(=O)n2CCNC(C)=O)cc1. The value obtained for the energy above the lowest of the compared OMol25 structures with the same formula, charge and spin is 58.36 kJ/mol. The value obtained for the HOMO energy is -7.512 eV. The HOMO-LUMO gap is 7.77 eV.

Each line ends with the Löwdin charge.
CARTESIAN COORDINATES (ANGSTROEM)
C (3.027, -6.311, 2.577)  -0.07
C (1.524, -6.052, 2.646)  -0.26
O (1.215, -4.691, 2.860)  -0.06
C (1.327, -3.801, 1.831)  -0.27
C (1.616, -4.115, 0.508)  -0.02
C (1.682, -3.120, -0.453)  0.00
C (1.461, -1.793, -0.110)  -0.22
C (1.171, -1.476, 1.216)  -0.02
C (1.104, -2.464, 2.170)  0.00
H (0.875, -2.230, 3.199)  0.12
H (0.986, -0.447, 1.489)  0.10
N (1.518, -0.741, -1.028)  0.13
C (1.747, -0.785, -2.354)  -0.53
O (2.028, -1.764, -3.013)  0.06
C (1.654, 0.600, -3.004)  -0.33
H (2.014, 0.535, -4.031)  0.08
H (2.205, 1.352, -2.441)  0.08
S (-0.064, 1.182, -3.137)  1.06
C (-0.311, 1.946, -1.581)  -0.57
N (0.681, 1.987, -0.761)  0.08
C (0.502, 2.559, 0.467)  -0.21
C (1.559, 2.559, 1.384)  -0.01
C (1.380, 3.117, 2.628)  -0.07
C (0.158, 3.685, 2.988)  -0.07
C (-0.892, 3.685, 2.099)  -0.01
C (-0.730, 3.124, 0.830)  -0.07
C (-1.845, 3.059, -0.101)  -0.38
O (-2.974, 3.447, 0.136)  0.07
N (-1.544, 2.476, -1.339)  0.01
C (-2.662, 2.215, -2.225)  -0.14
H (-3.429, 2.956, -1.982)  0.13
H (-2.345, 2.329, -3.262)  0.10
C (-3.200, 0.793, -1.977)  -0.15
N (-3.470, 0.567, -0.577)  0.07
C (-2.485, 0.174, 0.271)  -0.53
O (-1.382, -0.158, -0.117)  0.06
C (-2.898, 0.164, 1.723)  0.02
H (-3.791, -0.441, 1.856)  0.09
H (-3.111, 1.181, 2.048)  0.08
H (-2.090, -0.244, 2.324)  0.08
H (-4.283, 1.020, -0.186)  0.15
H (-4.113, 0.642, -2.554)  0.13
H (-2.451, 0.058, -2.280)  0.10
H (-1.850, 4.112, 2.352)  0.12
H (0.037, 4.120, 3.969)  0.10
H (2.195, 3.115, 3.337)  0.11
H (2.499, 2.115, 1.095)  0.12
H (1.251, 0.165, -0.646)  0.09
H (1.903, -3.377, -1.475)  0.10
H (1.788, -5.134, 0.199)  0.10
H (1.100, -6.565, 3.514)  0.12
H (1.023, -6.428, 1.746)  0.11
H (3.502, -5.966, 3.492)  0.08
H (3.473, -5.783, 1.739)  0.07
H (3.211, -7.376, 2.463)  0.08

Forces on atoms 1 to 6 (eV/Å):
C -0.4 0.2 0.0
C 0.2 -0.3 0.0
O -0.1 0.2 0.1
C 0.0 0.2 -0.1
C -0.1 -0.2 0.4
C 0.0 0.2 -0.2

Record 2
Computed, not measured: a molecular structure, C32H43ClIN5O8PPb, with wB97M-V/def2-TZVPD.

The electronic energy comes out at -92860.4810 eV. The net charge is +1. Its LUMO energy is -3.80 eV. The value obtained for the energy above the lowest of the compared OMol25 structures with the same formula, charge and spin is 235.16 kJ/mol. The value obtained for the HOMO energy is -11.216 eV. The HOMO-LUMO gap is 7.42 eV.

Each line ends with the Löwdin charge.
CARTESIAN COORDINATES (ANGSTROEM)
Pb (1.166, -1.088, 0.822)  1.28
C (-3.578, 0.434, 1.649)  -0.06
C (-3.892, 1.204, 0.373)  -0.37
C (-3.550, 2.684, 0.525)  -0.05
C (-3.192, 0.570, -0.839)  -0.26
C (-3.649, 1.157, -2.186)  -0.06
O (-2.479, 1.839, -2.690)  0.03
C (-1.482, 1.529, -1.848)  -0.38
N (-1.736, 0.829, -0.818)  0.17
C (-0.159, 2.074, -2.226)  -0.15
C (-0.108, 3.406, -2.616)  0.01
C (1.098, 3.992, -2.968)  -0.04
C (2.254, 3.231, -2.960)  -0.05
C (2.206, 1.890, -2.601)  -0.06
C (1.008, 1.291, -2.222)  -0.28
P (0.916, -0.493, -1.821)  1.09
C (2.478, -1.254, -2.317)  -0.37
C (3.674, -0.821, -1.736)  -0.15
C (4.859, -1.483, -2.004)  -0.06
C (4.855, -2.603, -2.828)  -0.05
C (3.667, -3.054, -3.381)  -0.04
C (2.478, -2.384, -3.130)  -0.06
C (-0.371, -1.091, -2.949)  -0.35
C (-1.440, -1.878, -2.542)  -0.10
C (-2.397, -2.268, -3.467)  -0.06
C (-2.288, -1.875, -4.792)  -0.06
C (-1.219, -1.087, -5.202)  -0.05
C (-0.263, -0.691, -4.283)  -0.07
H (-3.940, -0.593, 1.594)  0.08
H (-4.042, 0.908, 2.515)  0.09
H (-2.499, 0.388, 1.814)  0.04
H (-4.966, 1.110, 0.180)  0.15
H (-2.501, 2.811, 0.807)  0.06
H (-4.165, 3.142, 1.300)  0.09
H (-3.717, 3.246, -0.396)  0.08
H (-3.358, -0.510, -0.817)  0.14
H (-4.452, 1.885, -2.090)  0.13
H (-3.927, 0.399, -2.917)  0.12
H (-1.025, 3.979, -2.646)  0.13
H (1.130, 5.032, -3.262)  0.12
H (3.198, 3.668, -3.256)  0.12
H (3.112, 1.306, -2.660)  0.09
H (3.687, 0.031, -1.062)  0.11
H (5.783, -1.137, -1.560)  0.11
H (5.778, -3.130, -3.025)  0.11
H (3.655, -3.943, -3.996)  0.12
H (1.552, -2.763, -3.543)  0.11
H (-1.513, -2.201, -1.514)  0.09
H (-3.219, -2.896, -3.151)  0.12
H (-3.032, -2.189, -5.512)  0.11
H (-1.130, -0.784, -6.236)  0.11
H (0.568, -0.074, -4.604)  0.12
N (0.428, 1.226, 1.084)  0.02
C (1.292, 2.049, 1.936)  -0.25
C (0.535, 3.162, 2.691)  -0.12
C (0.081, 2.894, 4.128)  -0.17
C (-0.950, 1.784, 4.351)  -0.14
N (-0.457, 0.415, 4.194)  0.11
C (0.304, -0.230, 5.067)  -0.43
N (0.568, -1.524, 4.859)  0.20
N (0.732, 0.361, 6.186)  0.23
C (2.152, 1.163, 2.857)  -0.62
O (2.790, 1.706, 3.742)  0.07
O (2.118, -0.105, 2.627)  -0.18
H (0.163, 1.688, 0.219)  0.06
H (-0.457, 1.001, 1.529)  0.05
H (2.002, 2.540, 1.265)  0.16
H (-0.323, 3.454, 2.077)  0.11
H (1.188, 4.034, 2.734)  0.12
H (-0.372, 3.816, 4.499)  0.12
H (0.976, 2.726, 4.727)  0.09
H (-1.774, 1.892, 3.644)  0.11
H (-1.388, 1.879, 5.347)  0.13
H (-0.674, -0.128, 3.355)  0.09
H (0.356, -1.878, 3.928)  0.05
H (1.404, -1.910, 5.268)  0.11
H (0.741, 1.363, 6.252)  0.11
H (1.364, -0.133, 6.791)  0.13
I (2.460, -3.817, 2.580)  0.93
C (2.905, -2.453, 1.021)  -0.74
H (2.987, -3.014, 0.098)  -0.04
H (3.767, -1.862, 1.303)  -0.01
C (-1.476, -2.409, 1.771)  -0.17
O (-0.503, -1.398, 2.044)  -0.48
H (-2.177, -2.418, 2.610)  0.09
H (-1.023, -3.392, 1.665)  0.06
H (-2.036, -2.182, 0.859)  0.07
O (1.887, -4.783, -0.865)  -0.33
Cl (0.494, -4.458, -0.850)  0.68
O (-0.204, -5.169, 0.169)  -0.31
O (-0.099, -4.642, -2.134)  -0.29
O (0.387, -2.993, -0.537)  -0.57

Forces on atoms 1 to 6 (eV/Å):
Pb 0.0 0.1 -0.1
C 0.0 0.0 0.0
C 0.0 0.0 0.0
C 0.0 0.0 0.0
C 0.0 0.0 0.0
C 0.0 0.0 0.0

Record 3
Computed, not measured: a gas-phase ion, C3H4Cl2N (charge +1) at a distorted geometry, with wB97M-V/def2-TZVPD.

The electronic energy comes out at -29701.0031 eV. The net charge is +1. Its LUMO energy is -5.70 eV. Its structure (SMILES) is C#[N+][C@H](Cl)CCl. The value obtained for the energy above the lowest of the compared OMol25 structures with the same formula, charge and spin is 8.52 kJ/mol. The value obtained for the HOMO energy is -15.449 eV. The HOMO-LUMO gap is 9.75 eV.

Each line ends with the Löwdin charge.
CARTESIAN COORDINATES (ANGSTROEM)
C (0.274, 1.998, -0.139)  0.35
C (-0.622, -1.019, -0.356)  -0.63
C (0.408, -0.345, 0.587)  -0.70
N (0.263, 0.966, 0.339)  0.03
Cl (-2.148, -0.476, 0.187)  0.70
Cl (2.144, -0.762, 0.039)  0.65
H (0.339, 2.961, -0.694)  0.18
H (-0.402, -0.515, -1.390)  0.13
H (-0.608, -2.155, -0.264)  0.12
H (0.352, -0.652, 1.691)  0.17

Forces on atoms 1 to 6 (eV/Å):
C 0.1 0.6 -0.4
C 1.6 -0.5 -1.1
C 1.7 -4.6 1.1
N 0.3 4.1 -0.6
Cl -1.9 0.4 0.4
Cl -1.4 0.3 0.5

Record 4
Computed, not measured: C3F5NO2 in the gas phase at a distorted geometry, with wB97M-V/def2-TZVPD.

The electronic energy comes out at -22278.8087 eV. Its LUMO energy is -0.58 eV. Its structure (SMILES) is O=[N+]([O-])C(=C(F)F)C(F)(F)F. The value obtained for the energy above the lowest of the compared OMol25 structures with the same formula, charge and spin is 224.28 kJ/mol. The value obtained for the HOMO energy is -10.906 eV. The HOMO-LUMO gap is 10.32 eV.

Each line ends with the Löwdin charge.
CARTESIAN COORDINATES (ANGSTROEM)
C (0.261, 0.060, 0.009)  0.09
C (1.176, -0.910, 0.232)  -0.33
C (-1.462, -0.288, -0.049)  -0.59
N (0.663, 1.438, -0.166)  -0.39
O (0.197, 2.273, 0.541)  0.13
O (1.533, 1.605, -1.007)  0.10
F (2.382, -0.685, 0.346)  0.27
F (0.839, -2.224, 0.352)  0.14
F (-1.476, -1.451, -0.673)  0.16
F (-2.093, 0.611, -0.713)  0.22
F (-2.020, -0.428, 1.128)  0.19

Forces on atoms 1 to 6 (eV/Å):
C -3.4 -1.9 0.6
C -5.0 -0.6 -0.7
C 4.8 -0.3 0.5
N 1.6 -1.2 -0.7
O -1.0 1.0 0.7
O -0.1 0.3 0.0